[1]
{"formula": "C4H10N2O", "method": "ωB97M-V with the def2-TZVPD basis set", "species": ["C", "C", "N", "C", "O", "C", "N", "H", "H", "H", "H", "H", "H", "H", "H", "H", "H"], "coordinates": [[-0.1795, 1.2318, -1.3042], [-0.5836, -0.0447, -0.5695], [-2.0038, -0.2863, -0.7653], [-0.2026, 0.0632, 0.9011], [-0.1405, -1.1279, 1.6577], [1.0613, -0.4669, 1.4599], [2.0711, -1.1268, 0.7098], [-0.4832, 1.1592, -2.3442], [-0.6721, 2.0936, -0.8588], [0.8960, 1.3820, -1.2543], [-0.0632, -0.9025, -1.0130], [-2.5447, 0.4802, -0.3768], [-2.2786, -1.1331, -0.2783], [-0.6797, 0.8907, 1.4268], [1.4718, 0.0285, 2.3397], [1.6684, -1.7777, 0.0457], [2.6625, -0.4633, 0.2239]], "forces_ev_per_angstrom": [[-0.04, -0.41, 0.12], [0.26, 0.08, 0.26], [-0.23, -0.10, 0.00], [0.27, 0.55, -0.58], [-0.49, -1.15, 0.39], [0.27, 1.03, -0.08], [0.07, -0.44, -0.14], [-0.01, 0.04, -0.10], [-0.05, 0.15, 0.05], [0.11, 0.07, 0.01], [0.02, 0.15, 0.10], [-0.03, -0.07, 0.00], [-0.06, 0.07, -0.01], [-0.06, 0.02, -0.02], [-0.09, -0.06, 0.00], [0.06, 0.11, 0.00], [-0.01, -0.07, 0.02]], "nbo_charge": [-0.61, -0.08, -0.82, 0.02, -0.49, 0.22, -0.84, 0.23, 0.20, 0.21, 0.19, 0.35, 0.36, 0.17, 0.16, 0.37, 0.37], "smiles": "C[C@H](N)[C@H]1O[C@H]1N", "homo_lumo_gap_ev": 10.06, "spin_multiplicity": 1}

=====

[2]
{"formula": "C4H5N2", "method": "ωB97M-V with the def2-TZVPD basis set", "species": ["C", "C", "C", "C", "N", "N", "H", "H", "H", "H", "H"], "coordinates": [[0.9624, 1.2305, 0.0566], [1.4280, -0.1622, -0.0672], [0.0446, 0.2463, -0.0691], [-2.7940, -0.1426, -0.3588], [-2.0246, -0.8524, 0.2214], [2.3269, -1.1054, -0.2165], [1.3625, 2.1894, 0.4225], [-2.5812, 0.7776, -0.8477], [-3.8963, -0.5473, -0.3218], [3.3230, -0.9398, 0.0035], [2.1210, -2.1128, -0.4273]], "forces_ev_per_angstrom": [[0.78, -1.96, 1.21], [-1.99, 0.54, -0.60], [3.34, 0.61, -0.52], [-4.24, -1.02, -0.11], [1.82, -1.42, 1.27], [0.36, -0.17, 0.40], [-0.51, -0.40, -0.66], [0.30, 1.07, -0.60], [1.33, 1.04, -0.43], [-0.88, 0.17, -0.29], [-0.31, 1.53, 0.34]], "nbo_charge": [-0.16, 0.28, 0.28, -0.20, -0.18, -0.71, 0.30, 0.22, 0.25, 0.45, 0.46], "homo_lumo_gap_ev": [8.64, 8.57], "spin_multiplicity": 3, "s_squared": 2.017, "total_charge": 1}

=====

[3]
{"formula": "C33H26Co2NO7PS", "method": "ωB97M-V with the def2-TZVPD basis set", "species": ["O", "C", "Co", "C", "O", "C", "O", "C", "C", "C", "C", "C", "C", "C", "C", "C", "Co", "C", "O", "C", "O", "P", "C", "C", "C", "C", "C", "C", "C", "C", "C", "C", "C", "C", "C", "C", "C", "C", "C", "C", "H", "H", "H", "H", "H", "H", "H", "H", "H", "H", "H", "H", "H", "H", "H", "H", "H", "H", "H", "H", "H", "H", "C", "S", "N", "O", "O", "H", "H", "H", "H"], "coordinates": [[-0.8064, -1.9298, 3.3033], [-1.7212, -1.8560, 2.5866], [-3.0908, -1.6965, 1.4904], [-3.7205, -3.3212, 1.5779], [-4.1517, -4.3852, 1.7312], [-4.2472, -0.8370, 2.4746], [-5.0231, -0.2980, 3.1480], [-2.4195, -0.5256, -0.0369], [-1.4708, 0.3923, 0.4851], [-1.5887, 1.5242, 1.2368], [-0.5321, 2.2868, 1.8610], [-0.8340, 3.5347, 2.4800], [0.1100, 4.2002, 3.2576], [1.3895, 3.6432, 3.4234], [1.7293, 2.4693, 2.7419], [0.7994, 1.8211, 1.9293], [-0.7538, -1.1641, -0.1233], [0.7528, -1.4154, 0.7502], [1.7511, -1.6541, 1.3010], [-1.0203, -2.8626, -0.5556], [-1.1625, -3.9753, -0.8479], [0.0213, -0.5630, -2.0856], [1.8479, -0.4254, -2.0996], [2.5316, 0.7567, -2.4159], [3.9271, 0.7945, -2.3490], [4.6473, -0.3420, -1.9642], [3.9701, -1.5286, -1.6524], [2.5766, -1.5714, -1.7376], [-0.3349, -1.7626, -3.4355], [0.6342, -2.2132, -4.3445], [0.2832, -3.1165, -5.3533], [-1.0411, -3.5523, -5.4821], [-2.0168, -3.0994, -4.5833], [-1.6608, -2.2164, -3.5589], [-0.5984, 1.0305, -2.7521], [-1.3263, 1.1254, -3.9503], [-1.8339, 2.3565, -4.3728], [-1.6019, 3.5134, -3.6166], [-0.8834, 3.4268, -2.4141], [-0.3930, 2.1900, -1.9859], [-3.0918, -0.3219, -0.8790], [-2.6179, 1.8882, 1.3960], [-1.8339, 3.9537, 2.3309], [-0.1396, 5.1517, 3.7388], [2.1214, 4.1547, 4.0517], [2.7321, 2.0590, 2.8366], [1.0741, 0.9386, 1.3513], [1.9808, 1.6413, -2.7272], [4.4529, 1.7199, -2.5917], [5.7378, -0.3103, -1.8922], [4.5097, -2.4206, -1.3204], [2.0498, -2.5069, -1.5318], [1.6633, -1.8667, -4.2660], [1.0502, -3.4856, -6.0378], [-1.3184, -4.2552, -6.2729], [-3.0537, -3.4411, -4.6588], [-2.4240, -1.8698, -2.8563], [-1.4941, 0.2349, -4.5521], [-2.4181, 2.4118, -5.2953], [-1.9881, 4.4820, -3.9528], [-0.7074, 4.3152, -1.7982], [0.1470, 2.1135, -1.0374], [2.1541, -0.3835, 7.4418], [0.4486, -0.3563, 6.8972], [0.4419, 0.2315, 5.3937], [-0.0192, -1.7342, 7.0199], [-0.2032, 0.6477, 7.7380], [2.1989, -0.1388, 8.5038], [2.5837, -1.3680, 7.2551], [2.6967, 0.3642, 6.8682], [0.5278, -0.6028, 4.7860]], "forces_ev_per_angstrom": [[-3.58, 0.45, -2.45], [4.97, -1.80, 3.41], [2.47, 1.38, -2.41], [-1.03, -4.16, 1.90], [1.08, 3.06, -0.94], [-4.83, 3.08, 2.11], [2.63, -1.76, -1.71], [-1.45, 1.61, -1.64], [-2.20, 2.03, 1.34], [-0.22, -0.81, -0.73], [0.83, 1.01, 0.50], [0.09, -0.63, -0.14], [0.24, -0.23, -0.17], [-0.35, 0.04, -0.28], [-0.14, 0.15, -0.20], [-0.37, 0.32, 0.24], [0.04, -2.54, 0.61], [5.03, -0.69, 2.48], [-3.36, 0.78, -1.67], [-0.21, -3.66, -2.01], [0.20, 2.76, 1.02], [0.21, 0.30, -0.92], [0.18, -0.06, 0.08], [0.06, -0.25, 0.03], [0.05, -0.26, 0.05], [-0.21, -0.04, 0.09], [-0.26, 0.12, -0.07], [0.22, 0.22, -0.04], [-0.26, -0.16, 0.02], [-0.25, -0.04, 0.05], [-0.27, 0.02, 0.08], [0.02, 0.10, 0.23], [0.22, 0.13, 0.13], [0.16, -0.15, -0.29], [-0.25, 0.25, 0.14], [0.11, 0.04, 0.18], [0.13, 0.15, 0.18], [0.09, -0.22, 0.22], [-0.02, -0.16, -0.20], [-0.11, -0.02, 0.07], [-0.13, 0.14, 0.55], [0.51, -0.08, -0.10], [0.28, -0.16, 0.23], [0.07, -0.43, -0.18], [-0.23, -0.27, -0.17], [-0.19, 0.08, 0.01], [0.01, 0.22, 0.38], [0.14, -0.17, 0.10], [-0.17, -0.30, 0.07], [-0.40, 0.04, -0.04], [-0.13, 0.37, -0.22], [0.18, 0.25, 0.04], [-0.23, -0.08, -0.01], [-0.27, 0.16, 0.20], [0.14, 0.26, 0.29], [0.43, 0.12, -0.04], [0.23, -0.11, -0.17], [-0.01, 0.21, 0.09], [0.26, -0.01, 0.31], [0.14, -0.44, 0.14], [-0.09, -0.36, -0.29], [-0.17, 0.15, -0.26], [0.36, 0.00, 0.10], [-0.89, 1.60, -1.34], [0.15, -1.38, 0.57], [0.06, -0.06, -0.03], [0.40, -0.59, 0.05], [-0.07, -0.12, -0.05], [-0.08, 0.04, 0.00], [-0.04, 0.06, 0.07], [0.07, 0.51, 0.42]], "mulliken_charge": [-0.22, 0.17, -0.11, 0.20, -0.28, 0.28, -0.26, -1.11, 0.29, -0.44, 0.97, -0.59, -0.58, -0.47, -0.82, 0.09, 2.03, -0.14, -0.32, 0.06, -0.37, 2.36, -0.18, -0.53, -0.71, -0.57, -0.78, -0.10, -0.41, -0.59, -0.71, -0.56, -0.74, -0.01, 0.31, -0.74, -0.66, -0.63, -0.91, -0.53, 0.78, 0.36, 0.37, 0.38, 0.37, 0.41, 0.05, 0.44, 0.42, 0.39, 0.40, 0.47, 0.43, 0.42, 0.38, 0.42, 0.31, 0.36, 0.41, 0.38, 0.45, 0.80, -0.87, 1.05, -0.53, -0.71, -0.73, 0.29, 0.29, 0.24, 0.07], "homo_lumo_gap_ev": 2.57, "spin_multiplicity": 1}

=====

In the order shown, the computed energy relative to the best compared isomer or geometry (same formula, charge and spin) values come out to 2.164; 3.471; 0.000 eV.